A structure of composition C25H18BrN5O2Re at a distorted geometry. Source: the Open Molecules 2025 dataset; level of theory: ωB97M-V/def2-TZVPD.

M = 686.56 g mol⁻¹
<S²> = 0.83
E = -4038.50577 hartree

```
! wB97M-V def2-TZVPD RIJCOSX def2/J DEFGRID3
* xyz 4 2
Re 2.389 -2.492 -2.487
O 1.973 -7.762 -5.541
C 1.863 -6.689 -4.845
C 0.700 -6.246 -4.163
C 0.713 -5.070 -3.450
N 1.810 -4.292 -3.365
C 2.922 -4.718 -4.020
Br 4.344 -3.405 -3.728
C 3.023 -5.856 -4.747
H 1.197 -8.347 -5.627
H -0.204 -6.839 -4.206
H -0.171 -4.727 -2.927
H 3.932 -6.156 -5.251
C -3.461 6.603 6.052
O -3.364 6.491 4.659
C -2.780 5.522 4.029
C -2.781 5.572 2.597
C -2.188 4.583 1.862
C -1.558 3.481 2.490
C -1.555 3.432 3.906
C -2.143 4.411 4.655
C -0.951 2.454 1.683
N -0.942 2.439 0.355
C -0.302 1.330 -0.034
C 0.118 0.605 1.119
N -0.303 1.343 2.174
C 0.828 -0.628 1.039
C 1.306 -1.412 2.105
C 1.980 -2.586 1.827
C 2.182 -2.982 0.505
N 1.763 -2.253 -0.530
C 1.083 -1.097 -0.273
C 0.668 -0.377 -1.434
N 1.014 -0.957 -2.622
C 0.656 -0.341 -3.750
C -0.020 0.878 -3.755
C -0.367 1.485 -2.560
C -0.026 0.850 -1.355
H -4.007 7.527 6.260
H -2.472 6.648 6.529
H -4.001 5.754 6.494
H -3.271 6.413 2.124
H -2.190 4.630 0.783
H -1.085 2.614 4.428
H -2.130 4.341 5.732
H -0.169 1.118 3.150
H 1.157 -1.116 3.132
H 2.361 -3.204 2.626
H 2.699 -3.911 0.289
H 0.914 -0.828 -4.686
H -0.264 1.338 -4.701
H -0.890 2.430 -2.547
*
```

Mulliken atomic charge list, values in e, 4 entries: Re 0.9648; O -0.4196; C 0.9002; C -0.6049



A structure of composition C25H18Cl2IN5O2SW at a distorted geometry. Source: the Open Molecules 2025 dataset; level of theory: ωB97M-V/def2-TZVPD.

M = 834.17 g mol⁻¹
<S²> = 2.06
E = -3070.62308 hartree

```
! wB97M-V def2-TZVPD RIJCOSX def2/J DEFGRID3
* xyz 2 3
W 0.301 -0.311 0.157
N -3.851 1.295 0.426
C -2.557 1.005 0.313
S -2.086 -0.709 0.515
N -1.688 1.944 0.117
N -0.386 1.590 -0.088
C 0.466 2.609 -0.383
C 0.146 4.027 -0.347
C -1.063 4.515 -0.855
C -1.300 5.875 -0.892
C -0.359 6.764 -0.395
C 0.826 6.288 0.152
C 1.088 4.934 0.163
C 1.721 2.128 -0.885
C 2.641 2.879 -1.637
C 3.666 2.237 -2.292
C 3.770 0.840 -2.209
C 2.876 0.157 -1.424
N 1.880 0.772 -0.743
H -4.539 0.564 0.487
H -4.157 2.243 0.268
H -1.782 3.823 -1.263
H -2.221 6.241 -1.317
H -0.546 7.826 -0.432
H 1.545 6.979 0.563
H 2.012 4.573 0.593
H 2.504 3.945 -1.719
H 4.368 2.792 -2.894
H 4.534 0.307 -2.750
H 2.952 -0.921 -1.299
Cl 1.665 -6.901 -2.611
C 1.339 -5.489 -1.703
C 1.676 -5.447 -0.343
C 1.407 -4.312 0.401
Cl 1.785 -4.238 2.077
C 0.848 -3.174 -0.199
O 0.650 -2.062 0.509
C 0.538 -3.201 -1.598
C 0.082 -2.024 -2.259
O 0.048 -0.878 -1.685
C 0.759 -4.392 -2.318
H 2.150 -6.293 0.131
H -0.207 -2.069 -3.312
H 0.505 -4.433 -3.366
I 3.175 -0.808 1.876
C 1.707 0.305 2.914
C 1.965 0.870 4.145
C 0.948 1.580 4.773
C -0.300 1.620 4.158
C -0.474 1.008 2.936
N 0.526 0.379 2.257
H 2.938 0.762 4.599
H 1.122 2.068 5.720
H -1.141 2.115 4.622
H -1.454 1.021 2.470
*
```

Mulliken atomic charge list, values in e, 4 entries: W 0.0771; N -0.3762; C 0.6650; S -0.5028



A structure of composition C25H18F10HfN3O2. Source: the Open Molecules 2025 dataset; level of theory: ωB97M-V/def2-TZVPD.

M = 760.91 g mol⁻¹
E = -2324.76823 hartree

```
! wB97M-V def2-TZVPD RIJCOSX def2/J DEFGRID3
* xyz 1 1
Hf -0.056 -0.404 -0.076
C -1.401 -3.051 -1.205
N -0.086 -2.361 -1.247
C 0.966 -3.279 -0.690
C 1.197 -3.022 0.788
N 1.402 -1.584 0.928
C 2.249 -1.046 1.881
C 2.075 0.299 2.189
F 1.033 0.933 1.522
C 2.839 1.037 3.061
F 2.585 2.321 3.269
C 3.878 0.395 3.716
F 4.645 1.057 4.571
C 4.104 -0.946 3.453
F 5.104 -1.569 4.060
C 3.319 -1.649 2.550
F 3.643 -2.929 2.326
C 0.247 -1.921 -2.644
C 1.372 -0.881 -2.687
N 1.056 0.210 -1.762
C 1.422 1.522 -1.973
C 2.417 2.015 -2.815
F 3.154 1.172 -3.548
C 2.697 3.372 -2.887
F 3.655 3.795 -3.697
C 2.004 4.288 -2.112
F 2.285 5.583 -2.182
C 1.012 3.835 -1.254
F 0.322 4.680 -0.501
C 0.751 2.485 -1.220
F -0.242 2.008 -0.373
H -1.329 -4.006 -1.729
H -1.676 -3.235 -0.167
H -2.157 -2.427 -1.674
H 0.664 -4.312 -0.875
H 1.891 -3.082 -1.229
H 0.341 -3.362 1.386
H 2.051 -3.616 1.102
H 0.504 -2.801 -3.239
H -0.662 -1.476 -3.050
H 2.336 -1.342 -2.447
H 1.445 -0.523 -3.715
C -4.025 0.842 -1.826
C -3.040 0.478 -0.760
O -1.951 -0.018 -1.149
C -3.357 0.682 0.635
C -4.510 1.415 0.991
C -4.850 1.608 2.306
C -4.052 1.047 3.308
C -2.930 0.309 3.001
C -2.561 0.124 1.667
O -1.472 -0.581 1.383
H -3.630 0.553 -2.795
H -4.204 1.918 -1.821
H -4.983 0.353 -1.646
H -5.131 1.846 0.219
H -5.726 2.184 2.566
H -4.319 1.192 4.347
H -2.316 -0.136 3.771
*
```

Mulliken atomic charge list, values in e, 4 entries: Hf 0.8394; C -1.1949; N 0.4010; C -0.8576